# 1
This record from the OMol25 dataset describes a structure of composition C5H9AgO2 at a distorted geometry. The level of theory is ωB97M-V/def2-TZVPD.

Geometry (Å):
O -1.374 0.293 1.637
Ag -3.350 0.304 3.051
C -0.299 -0.354 2.035
O 0.688 -0.608 1.430
C -1.415 0.865 0.271
C -2.831 1.300 0.006
H -0.709 1.702 0.270
H -1.077 0.087 -0.422
H -3.144 2.120 0.671
H -2.892 1.685 -1.019
H -3.535 0.456 0.073
C 3.491 -0.912 -0.820
C 3.143 -1.702 -1.842
H 3.255 0.155 -0.826
H 4.180 -1.260 -0.046
H 2.380 -1.397 -2.562
H 3.490 -2.736 -1.907

Summary:
Total charge   +1
E_HOMO (spin up / spin down)   -11.9 / -11.9 eV
Multiplicity   2
Total energy   -492.95708 Eh
LUMO (spin up / spin down)   -6.49 / -6.53 eV
Expectation value of S²   0.7530
Energy relative to the best compared isomer or geometry (same formula, charge and spin)   0.00 kJ/mol

Atomic partial charges in e from the Mulliken method, atoms 1 to 6:
1 O -0.23
2 Ag 0.85
3 C 0.32
4 O -0.27
5 C -0.03
6 C -1.41


# 2
This record from the OMol25 dataset describes a structure of composition C18H28N2O4PS3Se2TaTe. The level of theory is ωB97M-V/def2-TZVPD.

Geometry (Å):
Ta -0.106 0.057 0.521
C 2.697 0.438 3.261
Se 1.163 -0.698 2.926
C 0.004 -0.092 4.377
C -0.588 1.278 4.139
Se -1.733 1.220 2.563
C -2.011 3.126 2.345
H 3.092 0.173 4.238
H 2.414 1.485 3.211
H 3.427 0.211 2.491
H 0.623 -0.107 5.274
H -0.760 -0.861 4.493
H 0.179 2.033 3.967
H -1.201 1.583 4.988
H -1.086 3.663 2.544
H -2.782 3.433 3.046
H -2.351 3.290 1.326
S -1.850 1.216 -0.692
C -2.615 -0.166 -1.473
C -3.973 -0.130 -1.780
C -4.563 -1.190 -2.452
C -5.971 -1.152 -2.726
N -7.099 -1.096 -2.932
C -3.784 -2.293 -2.844
C -2.429 -2.321 -2.550
C -1.842 -1.274 -1.842
S -0.131 -1.293 -1.461
C -4.381 -3.410 -3.520
N -4.865 -4.317 -4.032
H -4.577 0.722 -1.496
H -1.833 -3.165 -2.874
C -3.673 -2.520 1.158
S -2.005 -2.693 1.753
C -1.403 -3.972 0.674
O -1.325 -1.385 1.276
H -4.202 -3.438 1.419
H -3.660 -2.364 0.080
H -4.121 -1.676 1.680
H -1.907 -4.888 0.991
H -0.332 -4.072 0.837
H -1.632 -3.736 -0.362
C 6.037 1.554 -1.070
C 5.122 0.603 -0.351
O 3.958 1.349 0.202
P 2.528 1.249 -0.389
O 1.856 -0.099 0.018
Te 0.999 2.766 0.603
O 2.588 1.236 -1.943
C 2.747 2.462 -2.754
C 3.149 2.041 -4.140
H 6.927 1.012 -1.390
H 6.349 2.366 -0.414
H 5.563 1.971 -1.958
H 5.590 0.161 0.525
H 4.747 -0.189 -0.998
H 3.500 3.091 -2.278
H 1.784 2.971 -2.734
H 4.103 1.516 -4.131
H 3.250 2.928 -4.764
H 2.393 1.393 -4.581

Summary:
Total charge   +2
E_HOMO   -14.0 eV
Multiplicity   1
Total energy   -7776.60967 Eh
LUMO   -7.14 eV
Energy relative to the best compared isomer or geometry (same formula, charge and spin)   43.15 kJ/mol

Atomic partial charges in e from the Mulliken method, atoms 1 to 6:
1 Ta -0.05
2 C -0.80
3 Se 0.25
4 C -0.94
5 C -0.60
6 Se 0.33


# 3
This record from the OMol25 dataset describes a cluster of 3 separate species, C4H12O3 in total at a distorted geometry. The level of theory is ωB97M-V/def2-TZVPD.

Geometry (Å):
C 1.848 1.980 0.448
C 0.364 1.842 0.790
C -0.465 1.689 -0.224
C -1.976 1.596 -0.027
O -2.212 0.876 1.175
H 2.073 3.074 0.380
H 2.540 1.594 1.200
H 2.190 1.526 -0.497
H 0.118 1.942 1.849
H -0.153 1.660 -1.280
H -2.313 0.961 -0.860
H -2.492 2.576 -0.040
H -2.427 1.516 1.854
O 2.039 -5.588 -2.148
H 2.763 -4.989 -1.909
H 1.440 -5.214 -1.476
O -0.951 -2.305 -0.132
H -1.242 -3.091 0.343
H -1.143 -1.644 0.556

Summary:
Total charge   0
E_HOMO   -9.4 eV
Multiplicity   1
Total energy   -385.26792 Eh
LUMO   0.67 eV
Energy relative to the best compared isomer or geometry (same formula, charge and spin)   141.35 kJ/mol
SMILES   C/C=C/CO.O.O

Atomic partial charges in e from the Mulliken method, atoms 1 to 6:
1 C -1.17
2 C 0.06
3 C -0.21
4 C -0.52
5 O -0.49
6 H 0.26


# 4
This record from the OMol25 dataset describes a cluster of 11 separate species, C17H56O11 in total at a distorted geometry. The level of theory is ωB97M-V/def2-TZVPD.

Geometry (Å):
C 0.112 0.519 5.655
C 0.875 -0.255 6.761
O 1.098 -1.561 6.319
H 0.716 0.867 4.817
H -0.302 1.455 6.029
H -0.763 -0.025 5.301
H 0.225 -0.408 7.622
H 1.811 0.201 7.085
H 1.775 -1.530 5.638
C 4.712 -3.900 -3.078
C 3.998 -3.219 -1.896
O 4.104 -4.040 -0.742
H 5.802 -3.901 -3.081
H 4.420 -3.412 -4.008
H 4.391 -4.935 -3.199
H 2.942 -3.048 -2.104
H 4.354 -2.209 -1.696
H 3.843 -4.949 -0.908
C -4.740 -1.180 -3.909
C -4.129 -0.698 -2.558
O -2.735 -0.748 -2.500
H -5.803 -1.400 -3.806
H -4.279 -2.120 -4.214
H -4.569 -0.469 -4.718
H -4.432 -1.398 -1.779
H -4.297 0.353 -2.323
H -2.405 -0.453 -1.648
C -0.717 3.779 -4.192
C -1.862 3.969 -5.134
O -1.416 4.616 -6.236
H -0.121 4.689 -4.134
H -0.088 2.994 -4.613
H -1.072 3.457 -3.213
H -2.575 4.585 -4.585
H -2.311 2.989 -5.298
H -0.774 4.046 -6.666
C -7.065 1.269 3.945
C -5.587 1.235 3.625
O -5.296 0.600 2.414
H -7.673 1.696 3.148
H -7.291 1.984 4.737
H -7.469 0.281 4.164
H -4.961 0.845 4.427
H -5.304 2.267 3.416
H -4.388 0.774 2.155
C 5.863 3.298 -3.794
C 4.866 2.193 -3.461
O 4.726 1.234 -4.507
H 5.798 3.673 -4.815
H 6.858 2.867 -3.675
H 5.857 4.221 -3.214
H 3.885 2.651 -3.337
H 5.083 1.689 -2.519
H 3.855 0.856 -4.368
C 0.771 0.562 0.430
O -0.494 1.117 0.725
H 1.174 0.998 -0.484
H 1.422 0.734 1.287
H 0.675 -0.522 0.355
H -0.330 2.028 0.979
C -1.259 5.787 2.893
O -1.493 5.319 1.554
H -2.238 6.027 3.308
H -0.823 5.053 3.571
H -0.632 6.676 2.958
H -1.792 6.008 0.957
C -0.999 -3.805 2.630
O -0.816 -4.437 3.885
H -1.652 -2.945 2.779
H -0.018 -3.540 2.235
H -1.600 -4.423 1.963
H -0.426 -3.814 4.502
C -1.132 -5.384 -2.672
O -1.159 -6.701 -2.183
H -0.682 -4.633 -2.023
H -0.631 -5.356 -3.640
H -2.161 -5.131 -2.931
H -1.274 -7.306 -2.919
C 5.220 -1.189 3.200
O 4.054 -1.920 3.185
H 6.024 -1.797 3.613
H 5.488 -0.833 2.205
H 5.123 -0.313 3.842
H 4.116 -2.554 2.467

Summary:
Total charge   0
E_HOMO   -10.0 eV
Multiplicity   1
Total energy   -1508.69450 Eh
LUMO   0.09 eV
Energy relative to the best compared isomer or geometry (same formula, charge and spin)   363.93 kJ/mol
SMILES   CCO.CCO.CCO.CCO.CCO.CCO.CO.CO.CO.CO.CO

Atomic partial charges in e from the Mulliken method, atoms 1 to 6:
1 C -0.93
2 C -0.30
3 O -0.49
4 H 0.28
5 H 0.36
6 H 0.24


# 5
This record from the OMol25 dataset describes a cluster of 2 separate species, C40H42BF6N3O5S in total at a distorted geometry. The level of theory is ωB97M-V/def2-TZVPD.

Geometry (Å):
C -5.742 4.582 -2.749
C -4.652 3.590 -2.891
C -4.184 2.990 -4.043
C -3.158 2.018 -3.791
C -2.897 1.893 -2.449
B -1.978 0.773 -1.705
C -0.604 1.587 -1.985
C -0.040 2.321 -0.966
C 1.183 2.948 -1.177
C 1.803 3.640 0.001
F 2.762 4.541 -0.338
F 0.868 4.286 0.765
F 2.410 2.720 0.842
C 1.821 2.895 -2.410
C 1.203 2.189 -3.438
C 1.837 2.073 -4.795
F 2.670 0.980 -4.854
F 0.897 1.889 -5.777
F 2.585 3.160 -5.134
C -0.004 1.533 -3.227
O -2.318 0.646 -0.333
C -3.186 -0.399 0.094
C -4.074 -1.041 -1.015
C -4.423 -2.452 -0.548
C -5.329 -0.217 -1.200
C -3.365 -1.158 -2.405
O -2.179 -0.390 -2.515
S -3.783 3.014 -1.488
H -6.133 4.857 -3.734
H -6.562 4.172 -2.141
H -5.364 5.484 -2.249
H -4.560 3.226 -5.039
H -2.653 1.458 -4.572
H -0.521 2.384 0.006
H 2.771 3.390 -2.579
H -0.466 0.988 -4.044
H -2.546 -1.171 0.562
H -3.822 0.035 0.884
H -5.080 -2.959 -1.267
H -3.505 -3.044 -0.446
H -4.928 -2.424 0.426
H -5.979 -0.678 -1.957
H -5.883 -0.143 -0.253
H -5.057 0.797 -1.528
H -3.060 -2.204 -2.593
H -4.047 -0.847 -3.216
C 4.849 -2.053 3.834
N 3.553 -1.546 3.442
C 2.516 -1.515 4.338
O 2.605 -1.791 5.532
C 1.271 -1.077 3.569
C 0.554 0.138 4.154
C 0.127 -0.039 5.593
C 0.207 1.059 6.454
C -0.024 0.894 7.822
C -0.393 -0.362 8.320
C -0.569 -1.437 7.440
C -0.328 -1.273 6.073
N 1.793 -0.836 2.223
C 0.958 -0.508 1.220
C 1.320 -0.394 -0.119
C 0.519 -0.796 -1.181
C 1.109 -1.351 -2.381
C 2.495 -1.615 -2.442
C 3.044 -2.312 -3.526
N 4.378 -2.804 -3.371
O 4.909 -3.444 -4.300
O 4.954 -2.592 -2.269
C 2.269 -2.641 -4.655
C 0.905 -2.348 -4.629
C 0.343 -1.715 -3.521
C 3.169 -1.334 2.050
C 4.081 -0.299 1.376
C 3.219 -2.656 1.270
H 4.914 -2.067 4.926
H 5.017 -3.071 3.455
H 5.622 -1.395 3.427
H 0.567 -1.933 3.545
H 1.213 1.021 4.079
H -0.327 0.347 3.525
H 0.498 2.028 6.036
H 0.099 1.744 8.492
H -0.539 -0.506 9.392
H -0.871 -2.418 7.811
H -0.461 -2.108 5.382
H -0.095 -0.387 1.498
H 2.277 0.072 -0.371
H -0.557 -0.891 -1.034
H 3.151 -1.352 -1.612
H 2.753 -3.146 -5.488
H 0.268 -2.643 -5.469
H -0.727 -1.499 -3.508
H 3.713 0.718 1.572
H 5.101 -0.389 1.768
H 4.114 -0.491 0.297
H 2.630 -3.425 1.787
H 2.815 -2.505 0.265
H 4.261 -2.992 1.183

Summary:
Total charge   0
E_HOMO   -6.9 eV
Multiplicity   1
Total energy   -3112.08809 Eh
LUMO   -2.28 eV
Energy relative to the best compared isomer or geometry (same formula, charge and spin)   18.45 kJ/mol

Atomic partial charges in e from the Mulliken method, atoms 1 to 6:
1 C -1.29
2 C 0.53
3 C -0.85
4 C -1.38
5 C 0.89
6 B 2.12


# 6
This record from the OMol25 dataset describes a cluster of 2 separate species, C2H3NO3 in total at a distorted geometry. The level of theory is ωB97M-V/def2-TZVPD.

Geometry (Å):
O -0.122 -3.809 -1.956
C -0.333 -2.952 -2.675
O -0.523 -2.064 -3.369
C 0.694 -0.278 0.010
N 0.205 0.231 1.017
O -1.134 0.067 1.292
H 0.172 -1.079 -0.755
H 1.716 -0.144 -0.066
H -1.322 0.469 2.148

Summary:
Total charge   0
E_HOMO   -10.2 eV
Multiplicity   1
Total energy   -358.43044 Eh
LUMO   0.55 eV
Energy relative to the best compared isomer or geometry (same formula, charge and spin)   260.55 kJ/mol
SMILES   O=C=O.C=NO

Atomic partial charges in e from the Mulliken method, atoms 1 to 6:
1 O -0.34
2 C 0.70
3 O -0.34
4 C 0.03
5 N -0.34
6 O -0.34


# 7
This record from the OMol25 dataset describes a cluster of 3 separate species, C11H19Cl4FNO3S in total. The level of theory is ωB97M-V/def2-TZVPD.

Geometry (Å):
O 1.766 0.717 0.473
C 1.095 -0.016 -0.227
C 1.395 -1.480 -0.431
C 0.097 -2.313 -0.511
S -0.801 -1.995 1.032
N -0.608 -1.823 -1.706
C -2.001 -2.233 -1.925
C -3.021 -1.164 -1.484
C -4.048 -1.617 -0.464
F -4.552 -2.891 -0.739
C 0.488 -3.846 -0.586
O 1.628 -4.135 -0.198
O -0.395 -4.587 -1.026
H 0.200 0.363 -0.756
H 1.909 -1.589 -1.392
H 2.016 -1.797 0.401
H -1.414 -3.177 1.166
H -0.068 -2.191 -2.482
H -2.245 -3.202 -1.490
H -2.109 -2.360 -3.005
H -3.554 -0.741 -2.342
H -2.479 -0.334 -1.022
H -3.656 -1.595 0.554
H -4.905 -0.932 -0.482
Cl 6.861 2.778 3.260
C 5.265 2.017 2.986
C 4.467 2.718 1.922
Cl 3.947 4.350 2.433
H 4.737 2.008 3.936
H 5.451 0.990 2.679
H 3.564 2.146 1.705
H 5.036 2.825 1.002
Cl -1.395 1.911 1.488
C -1.106 3.149 0.243
C -2.342 3.378 -0.591
Cl -2.724 1.964 -1.607
H -0.262 2.830 -0.364
H -0.838 4.070 0.759
H -2.199 4.228 -1.257
H -3.201 3.576 0.045

Summary:
Total charge   -1
E_HOMO   -4.6 eV
Multiplicity   1
Total energy   -3049.90661 Eh
LUMO   2.33 eV

Atomic partial charges in e from the Mulliken method, atoms 1 to 6:
1 O -0.53
2 C 0.22
3 C -1.07
4 C 0.62
5 S -0.33
6 N -0.24


# 8
This record from the OMol25 dataset describes a cluster of 2 separate species, C5H11F2N2 in total at a distorted geometry. The level of theory is ωB97M-V/def2-TZVPD.

Geometry (Å):
C -0.070 -1.916 -0.239
C -0.658 -0.635 -0.845
C 1.177 -0.097 0.396
C -0.085 1.763 -0.690
C -0.944 0.637 1.247
N 1.089 -1.413 0.480
N -0.139 0.464 0.018
F 2.086 0.425 -1.154
F 1.862 0.590 1.260
H -0.753 -2.404 0.464
H 0.213 -2.638 -1.007
H -0.260 -0.481 -1.852
H -1.746 -0.628 -0.876
H 0.470 2.485 -0.094
H 0.424 1.659 -1.646
H -1.099 2.120 -0.853
H -0.526 1.445 1.849
H -1.965 0.898 0.974
H -0.952 -0.276 1.843
H 1.877 -1.996 0.723

Summary:
Total charge   +1
E_HOMO   -15.2 eV
Multiplicity   1
Total energy   -506.06426 Eh
LUMO   -3.12 eV
Energy relative to the best compared isomer or geometry (same formula, charge and spin)   125.55 kJ/mol

Atomic partial charges in e from the Mulliken method, atoms 1 to 6:
1 C -0.61
2 C -0.41
3 C 0.68
4 C -0.90
5 C -0.89
6 N -0.07


# 9
This record from the OMol25 dataset describes the molecule C21H20N2O3. The level of theory is ωB97M-V/def2-TZVPD.

Geometry (Å):
C -2.085 -3.044 -0.960
O -2.438 -1.684 -1.018
C -2.897 -1.078 0.115
C -3.118 -1.732 1.314
C -3.609 -1.017 2.397
C -3.867 0.327 2.292
C -3.646 1.009 1.087
O -3.892 2.338 1.170
C -3.687 3.202 0.077
C -3.155 0.303 -0.012
C -2.955 0.856 -1.387
O -3.866 1.241 -2.092
N -1.677 0.851 -1.869
C -0.510 0.365 -1.273
C -0.221 0.570 0.073
C 0.942 0.059 0.618
C 1.851 -0.648 -0.159
C 3.123 -1.178 0.436
C 4.282 -0.215 0.341
C 5.518 -0.573 0.873
C 6.574 0.316 0.777
N 6.477 1.503 0.201
C 5.306 1.845 -0.304
C 4.183 1.032 -0.262
C 1.575 -0.817 -1.510
C 0.413 -0.317 -2.063
H -1.720 -3.293 -1.955
H -2.948 -3.675 -0.725
H -1.290 -3.219 -0.229
H -2.924 -2.787 1.417
H -3.786 -1.527 3.332
H -4.244 0.896 3.126
H -4.381 2.996 -0.741
H -3.866 4.203 0.468
H -2.661 3.139 -0.299
H -1.627 1.001 -2.870
H -0.899 1.128 0.698
H 1.150 0.223 1.665
H 3.411 -2.104 -0.071
H 2.966 -1.417 1.492
H 5.650 -1.531 1.355
H 7.547 0.071 1.181
H 5.264 2.822 -0.767
H 3.251 1.367 -0.692
H 2.278 -1.348 -2.136
H 0.207 -0.462 -3.113

Summary:
Total charge   0
E_HOMO   -8.5 eV
Multiplicity   1
Total energy   -1147.46275 Eh
LUMO   0.56 eV
Energy relative to the best compared isomer or geometry (same formula, charge and spin)   244.59 kJ/mol
SMILES   COc1cccc(OC)c1C(=O)Nc1ccc(Cc2ccncc2)cc1

Atomic partial charges in e from the Mulliken method, atoms 1 to 6:
1 C -1.06
2 O -0.25
3 C 0.99
4 C -0.71
5 C -0.71
6 C -0.75